The following is a DFT calculation (ωB97M-V/def2-TZVPD) of a 2-piece molecular cluster, C2H5N2O3 overall in a non-equilibrium geometry.

```
12
C2H5N2O3 (ωB97M-V/def2-TZVPD)
C -0.004 0.089 0.133
C -1.086 1.081 0.278
N 2.714 -1.055 2.810
N -0.260 -1.143 0.125
O 1.696 -0.604 2.865
O 3.763 -1.444 2.856
O 0.775 -2.114 0.004
H -2.026 0.910 -0.222
H -1.288 1.234 1.284
H -0.745 2.052 -0.091
H -1.172 -1.583 0.515
H 0.635 -2.665 -0.807
```

HOMO-LUMO gap (spin up / spin down): 4.2 / 4.2 eV
spin multiplicity: 1
energy above the lowest of the compared OMol25 structures with the same formula, charge and spin: 10.0724 eV
total charge: +1
E_HOMO (spin up / spin down): -11.7 / -11.7 eV
LUMO level (spin up / spin down): -0.2736 / -0.2739 Ha

Atom charges from the Mulliken analysis, given in e for atoms 1 to 2:
1. C -0.07
2. C -0.89

The following is a DFT calculation (ωB97M-V/def2-TZVPD) of an isolated molecule of C2H5N2OP in a non-equilibrium geometry.

```
11
C2H5N2OP (ωB97M-V/def2-TZVPD)
C -0.706 0.771 -1.004
C 0.581 1.017 -0.813
N 0.200 0.095 2.097
N 0.251 -0.683 1.089
O -1.356 -0.307 -0.669
P 1.414 -0.358 -0.125
H -1.452 1.446 -1.498
H 0.934 1.975 -1.031
H -0.657 -0.133 2.717
H -0.340 -1.439 1.035
H 1.005 -1.375 -0.914
```

HOMO-LUMO gap (spin up / spin down): 6.8 / 6.8 eV
spin multiplicity: 1
energy above the lowest of the compared OMol25 structures with the same formula, charge and spin: 4.2326 eV
total charge: 0
E_HOMO (spin up / spin down): -8.2 / -8.2 eV
LUMO level (spin up / spin down): -0.0534 / -0.0534 Ha

Atom charges from the Mulliken analysis, given in e for atoms 1 to 2:
1. C -0.03
2. C -0.50

The following is a DFT calculation (ωB97M-V/def2-TZVPD) of an isolated molecule of C2H5N2PS in a non-equilibrium geometry.

```
11
C2H5N2PS (ωB97M-V/def2-TZVPD)
C 1.313 0.819 -0.463
C 0.635 0.243 0.779
N -0.216 0.375 -1.927
N -0.406 -0.699 0.478
P -1.296 -0.354 -0.996
S 2.714 1.285 -0.896
H 1.638 -0.034 1.172
H 0.401 1.156 1.322
H 0.211 -0.323 -2.492
H -0.044 -1.623 0.470
H -1.786 1.008 -0.571
```

HOMO-LUMO gap: 7.8 eV
spin multiplicity: 1
energy above the lowest of the compared OMol25 structures with the same formula, charge and spin: 3.0160 eV
total charge: 0
E_HOMO: -8.4 eV
LUMO level: -0.0214 Ha

Atom charges from the Mulliken analysis, given in e for atoms 1 to 2:
1. C 0.27
2. C -0.27

So what do the calculations give for electronic energy? Going down the list: -11261.214 -16467.155 -25255.944 eV.